Entry 1:
The molecule C16H14N8O2 at a distorted geometry, computed with ωB97M-V/def2-TZVPD.

Energy in eV: -32833.162
LUMO energy in Eh: -0.0283
Energy above the lowest of the compared OMol25 structures with the same formula, charge and spin in kJ/mol: 54.22
Largest force on an atom in eV/A: 7.97
HOMO level in eV: -8.421
HOMO-LUMO gap in eV: 7.6

Cartesian coordinates (Å):
N (7.750, -4.514, -4.001)
O (0.819, 2.829, 0.221)
O (-4.499, 1.784, 3.575)
N (6.855, -2.247, -3.541)
N (-1.526, -0.191, 1.403)
N (-0.082, -1.857, 0.570)
N (1.554, 0.077, -0.540)
N (7.270, -3.436, -3.776)
C (0.159, 1.822, 0.570)
C (-3.481, 2.172, 3.060)
C (-1.816, 1.071, 1.567)
C (1.004, -2.184, -0.169)
C (-0.327, -0.559, 0.744)
C (0.505, 0.428, 0.212)
C (1.827, -1.239, -0.794)
C (5.212, -0.760, -2.599)
C (4.658, -3.072, -2.713)
C (4.016, -0.510, -1.861)
C (3.424, -2.798, -2.058)
C (5.587, -2.066, -2.964)
C (3.078, -1.524, -1.557)
N (-1.029, 2.099, 1.134)
N (-3.025, 1.229, 2.167)
C (-2.885, 3.701, 4.993)
C (-3.444, 4.694, 2.795)
C (-2.786, 3.495, 3.460)
H (1.262, -3.239, -0.287)
H (5.895, 0.087, -2.804)
H (4.865, -4.089, -3.048)
H (3.841, 0.496, -1.496)
H (2.663, -3.602, -1.865)
H (-1.233, 3.052, 1.364)
H (-3.558, 0.376, 2.247)
H (-2.705, 2.768, 5.570)
H (-3.892, 4.034, 5.269)
H (-2.178, 4.452, 5.317)
H (-3.546, 4.482, 1.742)
H (-2.892, 5.618, 2.899)
H (-4.444, 4.868, 3.230)
H (-1.730, 3.421, 3.132)

Entry 2:
A structure of composition C16H15BrMnN5O3S, computed with ωB97M-V/def2-TZVPD.

2S+1: 6
Charge: -1
Energy in eV: -142629.561
LUMO energy (alpha / beta) in Eh: 0.0906 / 0.0906
Energy above the lowest of the compared OMol25 structures with the same formula, charge and spin in kJ/mol: 40.12
Largest force on an atom in eV/A: 0.40
HOMO level (alpha / beta) in eV: -2.386 / -4.788
HOMO-LUMO gap (alpha / beta) in eV: 4.9 / 7.3

Cartesian coordinates (Å):
Mn (-0.796, -0.134, -1.137)
C (-2.762, -0.817, 2.787)
C (-1.889, -0.426, 1.630)
N (-2.019, -0.952, 0.428)
N (-3.041, -1.816, 0.190)
C (-3.220, -2.105, -1.064)
N (-4.320, -2.910, -1.347)
S (-2.293, -1.561, -2.436)
C (-0.911, 0.604, 1.757)
C (-0.675, 1.311, 2.957)
C (0.277, 2.293, 3.007)
C (1.012, 2.602, 1.842)
C (0.722, 1.907, 0.695)
N (-0.200, 0.940, 0.621)
H (-3.547, -1.480, 2.437)
H (-3.221, 0.057, 3.256)
H (-2.181, -1.336, 3.554)
H (-4.629, -3.436, -0.543)
H (-4.212, -3.462, -2.182)
H (-1.247, 1.059, 3.840)
H (0.464, 2.825, 3.931)
H (1.786, 3.357, 1.844)
H (1.246, 2.114, -0.233)
C (-3.419, 1.554, -0.619)
C (-2.138, 1.449, -1.403)
O (-1.796, 2.260, -2.219)
H (-3.988, 2.430, -0.934)
H (-3.157, 1.631, 0.438)
H (-3.996, 0.638, -0.747)
Br (7.165, -1.646, -0.133)
C (5.706, -0.960, -1.136)
C (5.961, -0.186, -2.258)
N (4.987, 0.326, -3.001)
C (3.729, 0.073, -2.638)
C (3.385, -0.694, -1.532)
C (4.406, -1.225, -0.758)
C (1.944, -0.948, -1.142)
O (1.717, -1.649, -0.161)
O (1.073, -0.385, -1.893)
H (6.981, 0.026, -2.557)
H (2.942, 0.494, -3.250)
H (4.155, -1.822, 0.108)

Entry 3:
The molecule C16H15BrN2O2, computed with ωB97M-V/def2-TZVPD.

Energy in eV: -93954.626
LUMO energy in Eh: 0.0250
Energy above the lowest of the compared OMol25 structures with the same formula, charge and spin in kJ/mol: 0.00
SMILES: O=C(Cc1ccccc1)NCC(=O)Nc1ccccc1Br
Largest force on an atom in eV/A: 0.56
HOMO level in eV: -8.588
HOMO-LUMO gap in eV: 9.3

Cartesian coordinates (Å):
O (1.681, 0.018, 1.968)
C (1.872, -1.025, 1.372)
N (2.540, -1.064, 0.199)
H (2.565, -1.922, -0.330)
C (3.057, 0.137, -0.420)
H (3.380, 0.812, 0.379)
H (3.906, -0.117, -1.055)
C (2.006, 0.857, -1.280)
O (2.148, 1.003, -2.473)
N (0.945, 1.275, -0.544)
C (-0.197, 1.933, -0.999)
C (-0.262, 2.534, -2.255)
C (-1.404, 3.195, -2.667)
C (-2.509, 3.278, -1.837)
C (-2.467, 2.686, -0.587)
C (-1.326, 2.020, -0.180)
Br (-1.336, 1.200, 1.545)
H (-3.319, 2.733, 0.074)
H (-3.400, 3.797, -2.154)
H (-1.426, 3.652, -3.644)
H (0.595, 2.470, -2.904)
H (0.971, 1.062, 0.455)
C (1.385, -2.379, 1.860)
C (0.594, -3.056, 0.775)
C (1.135, -4.099, 0.034)
C (0.412, -4.679, -0.995)
C (-0.856, -4.215, -1.300)
C (-1.401, -3.174, -0.566)
C (-0.682, -2.599, 0.465)
H (-1.108, -1.791, 1.041)
H (-2.391, -2.809, -0.798)
H (-1.418, -4.664, -2.105)
H (0.841, -5.493, -1.560)
H (2.123, -4.472, 0.270)
H (0.769, -2.206, 2.743)
H (2.250, -2.983, 2.143)

Entry 4:
A structure of composition C16H15BrSTm at a distorted geometry, computed with ωB97M-V/def2-TZVPD.

2S+1: 3
Charge: -1
Energy in eV: -127246.111
LUMO energy (alpha / beta) in Eh: 0.1024 / 0.1024
Energy above the lowest of the compared OMol25 structures with the same formula, charge and spin in kJ/mol: 0.00
Largest force on an atom in eV/A: 2.29
HOMO level (alpha / beta) in eV: -3.694 / -3.692
HOMO-LUMO gap (alpha / beta) in eV: 6.5 / 6.5

Cartesian coordinates (Å):
C (-2.243, -0.959, -1.417)
C (-1.508, -1.574, -0.340)
C (-1.075, -0.562, 0.558)
H (-1.404, -2.628, -0.152)
C (-1.411, 0.712, -0.051)
C (-2.207, 0.452, -1.225)
H (-2.757, 1.222, -1.803)
H (-2.893, -1.496, -2.110)
H (-0.604, -0.704, 1.551)
H (-1.106, 1.712, 0.332)
Tm (0.257, -0.341, -1.584)
Br (0.951, -2.897, -1.308)
C (1.906, 0.594, -3.220)
C (0.770, 1.377, -3.653)
C (-0.221, 0.493, -4.157)
H (0.740, 2.471, -3.705)
C (0.264, -0.859, -4.018)
C (1.591, -0.793, -3.462)
H (2.226, -1.649, -3.197)
H (2.907, 0.978, -2.966)
H (-1.148, 0.775, -4.672)
H (-0.176, -1.752, -4.495)
S (1.661, 1.095, 0.989)
C (1.186, 0.800, 2.598)
C (1.429, -0.483, 3.167)
C (0.934, -0.788, 4.421)
C (0.012, 0.105, 5.015)
C (-0.191, 1.410, 4.520)
C (0.298, 1.708, 3.259)
H (1.900, -1.226, 2.540)
H (1.244, -1.712, 4.918)
H (-0.572, -0.232, 5.860)
H (-0.694, 2.195, 5.110)
H (-0.070, 2.558, 2.695)

Entry 5:
A cluster of 14 separate species, C16H15Cl52NP3 in total at a distorted geometry, computed with ωB97M-V/def2-TZVPD.

Charge: -1
Energy in eV: -697350.142
LUMO energy in Eh: 0.0344
Energy above the lowest of the compared OMol25 structures with the same formula, charge and spin in kJ/mol: 0.00
Largest force on an atom in eV/A: 2.31
HOMO level in eV: -3.096
HOMO-LUMO gap in eV: 4.0

Cartesian coordinates (Å):
C (5.772, -0.141, 0.823)
C (6.579, 0.877, 1.711)
P (6.243, 2.660, 1.214)
C (4.377, 2.988, 1.351)
P (6.737, 2.846, -0.977)
P (8.692, 3.850, -0.429)
N (9.236, 3.313, 1.004)
H (5.998, 0.077, -0.234)
H (4.691, -0.052, 1.030)
H (6.097, -1.176, 1.055)
H (6.360, 0.687, 2.780)
H (7.665, 0.741, 1.569)
H (3.864, 2.383, 0.579)
H (4.012, 2.731, 2.363)
H (4.248, 4.068, 1.180)
H (6.023, 4.120, -1.036)
H (7.133, 2.936, -2.393)
H (7.497, 1.588, -0.853)
H (5.536, 2.089, -1.365)
H (9.647, 3.498, -1.432)
H (8.542, 5.282, -0.367)
H (10.132, 2.849, 0.874)
C (1.018, 1.408, -0.538)
Cl (1.275, -0.025, 0.482)
Cl (0.517, 2.765, 0.489)
Cl (2.529, 1.818, -1.356)
Cl (-0.240, 1.094, -1.749)
C (12.957, 5.198, -0.700)
Cl (14.280, 5.985, 0.189)
Cl (12.503, 6.206, -2.089)
Cl (13.506, 3.615, -1.282)
Cl (11.556, 4.981, 0.362)
C (2.490, -1.857, 3.878)
Cl (1.765, -0.306, 4.329)
Cl (1.711, -2.462, 2.405)
Cl (4.219, -1.638, 3.584)
Cl (2.251, -3.027, 5.190)
C (-1.832, -2.933, -1.355)
Cl (-0.594, -2.054, -0.444)
Cl (-2.234, -2.037, -2.831)
Cl (-1.224, -4.542, -1.789)
Cl (-3.284, -3.098, -0.354)
C (-6.297, -1.343, 1.663)
Cl (-8.008, -0.914, 1.467)
Cl (-5.289, -0.212, 0.748)
Cl (-5.866, -1.265, 3.379)
Cl (-6.039, -2.995, 1.068)
C (-1.868, 4.812, -2.341)
Cl (-2.499, 5.494, -3.853)
Cl (-2.045, 6.003, -1.041)
Cl (-2.782, 3.349, -1.928)
Cl (-0.157, 4.411, -2.543)
C (-9.734, -4.122, -0.791)
Cl (-11.468, -3.786, -0.933)
Cl (-8.822, -2.944, -1.751)
Cl (-9.248, -4.020, 0.910)
Cl (-9.379, -5.748, -1.386)
C (2.366, 7.682, -1.240)
Cl (4.106, 7.811, -0.948)
Cl (2.029, 7.965, -2.958)
Cl (1.809, 6.064, -0.793)
Cl (1.508, 8.891, -0.265)
C (-9.259, -6.938, -5.299)
Cl (-9.351, -5.368, -4.489)
Cl (-8.739, -8.168, -4.134)
Cl (-10.855, -7.368, -5.940)
Cl (-8.091, -6.853, -6.629)
C (-5.580, -7.924, -0.517)
Cl (-6.794, -9.211, -0.405)
Cl (-6.192, -6.468, 0.285)
Cl (-4.087, -8.430, 0.284)
Cl (-5.248, -7.570, -2.220)
C (-1.733, -6.076, 3.024)
Cl (-2.194, -6.468, 4.688)
Cl (-3.198, -5.876, 2.049)
Cl (-0.799, -4.571, 3.006)
Cl (-0.753, -7.390, 2.350)
C (-6.020, 8.308, -4.259)
Cl (-5.471, 9.765, -5.107)
Cl (-7.063, 7.359, -5.333)
Cl (-4.617, 7.333, -3.786)
Cl (-6.934, 8.777, -2.813)
C (-5.519, -5.860, 6.780)
Cl (-6.708, -7.168, 6.902)
Cl (-6.181, -4.390, 7.514)
Cl (-4.038, -6.329, 7.636)
Cl (-5.147, -5.557, 5.077)

Entry 6:
The molecule C16H15ClN2O3S at a distorted geometry, computed with ωB97M-V/def2-TZVPD.

Energy in eV: -49316.561
LUMO energy in Eh: -0.0103
Energy above the lowest of the compared OMol25 structures with the same formula, charge and spin in kJ/mol: 0.00
SMILES: CCOC(=O)Cc1csc(NC(=O)/C=C/c2ccc(Cl)cc2)n1
Largest force on an atom in eV/A: 1.31
HOMO level in eV: -8.599
HOMO-LUMO gap in eV: 8.3

Cartesian coordinates (Å):
C (3.435, 0.416, 0.279)
C (2.240, 0.422, -0.663)
H (2.405, 1.098, -1.504)
H (1.335, 0.718, -0.122)
O (2.024, -0.858, -1.267)
C (1.455, -1.799, -0.520)
O (1.160, -1.672, 0.638)
C (1.193, -3.049, -1.343)
C (-0.085, -2.825, -2.094)
C (-0.533, -3.516, -3.172)
S (-2.066, -2.912, -3.692)
C (-1.979, -1.734, -2.375)
N (-0.910, -1.830, -1.667)
N (-2.995, -0.846, -2.220)
C (-3.165, 0.209, -1.322)
O (-4.146, 0.910, -1.463)
C (-2.149, 0.378, -0.288)
C (-2.163, 1.474, 0.487)
C (-1.214, 1.801, 1.530)
C (-1.215, 3.094, 2.064)
C (-0.306, 3.469, 3.032)
C (0.620, 2.542, 3.489)
C (0.628, 1.247, 2.992)
C (-0.283, 0.881, 2.022)
H (-0.266, -0.133, 1.654)
H (1.343, 0.529, 3.361)
Cl (1.768, 3.004, 4.693)
H (-0.310, 4.471, 3.433)
H (-1.934, 3.815, 1.703)
H (-2.940, 2.207, 0.301)
H (-1.404, -0.394, -0.204)
H (-3.746, -0.912, -2.898)
H (-0.069, -4.331, -3.688)
H (2.013, -3.226, -2.038)
H (1.087, -3.900, -0.667)
H (3.253, -0.266, 1.105)
H (3.585, 1.416, 0.675)
H (4.333, 0.103, -0.248)

Look up the energy of the fourth one. -127246.111 eV

Among the records above, which one has the highest energy above the lowest of the compared OMol25 structures with the same formula, charge and spin? C16H14N8O2

Which of these has the highest energy above the lowest of the compared OMol25 structures with the same formula, charge and spin? C16H14N8O2

Look up the energy above the lowest of the compared OMol25 structures with the same formula, charge and spin of the third one. 0.00 kJ/mol